Molecular formula: C6H7NOS
Method: DFT, the ωB97M-V functional and the def2-TZVPD basis

Calculated values
HOMO energy (spin up / spin down): -8.545 / -7.915 eV
Energy relative to the best compared isomer or geometry (same formula, charge and spin): 86.3 kcal/mol
Kohn-Sham gap (spin up / spin down): 6.7 / 5.9 eV
2S+1: 1
LUMO energy (spin up / spin down): -1.890 / -1.982 eV

Positions of all 16 atoms, in Å:
C1 0.939 1.809 0.104
C2 2.249 1.331 -0.018
C3 -0.302 1.020 0.161
C4 2.682 0.090 0.001
C5 -2.003 -1.289 0.419
C6 -0.928 -1.139 -0.708
N1 0.032 -0.166 -0.137
O1 -1.386 1.624 0.423
S1 3.173 -1.331 0.181
H1 0.708 2.890 -0.080
H2 3.035 2.029 -0.028
H3 -2.487 -2.382 0.461
H4 -1.493 -1.272 1.381
H5 -2.749 -0.545 0.359
H6 -0.314 -2.006 -0.884
H7 -1.157 -0.662 -1.635

***

Molecular formula: C5H3FN2
Method: DFT, the ωB97M-V functional and the def2-TZVPD basis

Calculated values
HOMO energy: -10.333 eV
Energy relative to the best compared isomer or geometry (same formula, charge and spin): 42.5 kcal/mol
Kohn-Sham gap: 8.9 eV
SMILES: N#CC(C#N)=CCF
2S+1: 1
LUMO energy: -1.461 eV

Positions of all 11 atoms, in Å:
C1 1.587 -0.589 0.067
C2 0.111 -0.871 0.042
C3 -0.851 0.203 -0.276
C4 -2.269 0.088 -0.187
C5 -0.491 1.573 -0.054
H1 2.000 -0.937 -0.824
H2 2.269 -1.084 0.838
H3 -0.269 -1.948 0.226
N1 -3.402 -0.082 0.131
N2 -0.395 2.734 0.111
F1 1.711 0.913 -0.075

***

Molecular formula: C5H7NO
Method: DFT, the ωB97M-V functional and the def2-TZVPD basis

Calculated values
HOMO energy: -7.370 eV
Energy relative to the best compared isomer or geometry (same formula, charge and spin): 39.2 kcal/mol
Kohn-Sham gap: 7.5 eV
2S+1: 1
LUMO energy: 0.099 eV

Positions of all 14 atoms, in Å:
C1 -1.770 0.547 -0.443
C2 -0.519 -0.024 0.226
C3 0.583 0.931 0.520
N1 1.706 0.336 0.358
C4 1.555 -1.127 -0.201
O1 2.580 -1.772 -0.333
C5 0.189 -1.198 -0.364
H1 -1.592 0.811 -1.490
H2 -2.139 1.431 0.093
H3 -2.563 -0.206 -0.414
H4 0.487 1.955 0.876
H5 2.619 0.714 0.589
H6 -0.813 -0.302 1.260
H7 -0.322 -2.096 -0.678

***

Molecular formula: CH3F2OP
Method: DFT, the ωB97M-V functional and the def2-TZVPD basis

Calculated values
HOMO energy: -10.560 eV
Energy relative to the best compared isomer or geometry (same formula, charge and spin): 6.0 kcal/mol
Kohn-Sham gap: 11.5 eV
SMILES: COP(F)F
2S+1: 1
LUMO energy: 0.958 eV

Positions of all 8 atoms, in Å:
C1 -1.262 0.011 -0.115
O1 -0.015 0.027 0.557
F1 2.273 -0.909 0.868
F2 2.043 1.111 -0.249
P1 1.332 -0.354 -0.264
H1 -2.001 0.239 0.692
H2 -1.308 -0.990 -0.560
H3 -1.063 0.865 -0.928

***

Molecular formula: C12H32FO4Zn
Method: DFT, the ωB97M-V functional and the def2-TZVPD basis

Calculated values
HOMO energy (spin up / spin down): -7.137 / -9.131 eV
Kohn-Sham gap (spin up / spin down): 7.3 / 8.5 eV
2S+1: 2
LUMO energy (spin up / spin down): 0.192 / -0.608 eV

Positions of all 50 atoms, in Å:
Zn1 0.031 -2.292 0.978
F1 -0.561 -0.535 0.150
C1 -0.040 2.349 -1.576
C2 -1.134 1.754 -2.365
C3 -1.206 2.378 -3.738
O1 -0.864 0.402 -2.416
H1 -0.092 3.438 -1.543
H2 0.958 2.186 -1.982
H3 -0.142 1.957 -0.564
H4 -2.094 1.860 -1.861
H5 -1.215 3.467 -3.755
H6 -2.171 2.162 -4.198
H7 -0.381 2.137 -4.408
H8 -0.806 0.099 -1.507
C4 1.883 0.767 2.748
C5 2.332 -0.684 2.957
C6 2.841 -0.953 4.343
O2 1.082 -1.376 2.799
H9 1.450 0.890 1.755
H10 2.725 1.427 2.960
H11 1.146 1.143 3.458
H12 3.099 -1.073 2.287
H13 2.170 -0.950 5.202
H14 3.749 -0.404 4.592
H15 3.297 -1.942 4.395
H16 0.475 -1.062 3.473
C7 -5.243 1.104 0.418
C8 -4.055 0.215 0.695
C9 -3.898 -0.822 -0.395
O3 -2.865 1.011 0.744
H17 -5.105 1.533 -0.574
H18 -5.393 1.867 1.183
H19 -6.171 0.533 0.443
H20 -4.131 -0.223 1.690
H21 -3.158 -1.574 -0.121
H22 -3.450 -0.367 -1.278
H23 -4.833 -1.308 -0.675
H24 -2.201 0.368 0.484
C10 3.146 -0.371 -0.948
C11 2.290 -1.590 -1.228
C12 2.981 -2.663 -1.991
O4 1.958 -2.090 0.066
H25 4.009 -0.580 -0.316
H26 2.521 0.386 -0.475
H27 3.482 -0.004 -1.917
H28 1.388 -1.318 -1.776
H29 2.935 -2.365 -3.038
H30 2.465 -3.614 -1.860
H31 4.025 -2.782 -1.700
H32 2.771 -2.491 0.382

***

Molecular formula: C21H23NO6
Method: DFT, the ωB97M-V functional and the def2-TZVPD basis

Calculated values
HOMO energy: -8.163 eV
Energy relative to the best compared isomer or geometry (same formula, charge and spin): 71.7 kcal/mol
Kohn-Sham gap: 8.7 eV
SMILES: COc1ccc2oc(C(=O)NCc3cc(OC)c(OC)cc3OC)c(C)c2c1
2S+1: 1
LUMO energy: 0.568 eV

Positions of all 51 atoms, in Å:
C1 -7.913 -1.055 -0.469
H1 -7.498 -1.478 -1.390
O1 -7.102 -1.344 0.643
C2 -5.820 -0.878 0.648
C3 -5.249 -0.131 -0.365
C4 -3.922 0.272 -0.210
C5 -3.199 -0.077 0.943
C6 -3.770 -0.827 1.962
C7 -5.079 -1.217 1.797
H2 -5.578 -1.801 2.553
H3 -3.210 -1.091 2.843
O2 -1.940 0.415 0.881
C8 -1.846 1.085 -0.315
C9 -3.018 1.031 -1.021
C10 -3.311 1.628 -2.348
H4 -2.431 2.141 -2.723
H5 -3.605 0.850 -3.052
H6 -4.135 2.336 -2.265
C11 -0.565 1.724 -0.660
O3 -0.377 2.315 -1.710
N1 0.375 1.607 0.307
H7 0.164 1.056 1.124
C12 1.726 2.074 0.134
C13 2.732 0.952 0.094
C14 2.387 -0.308 -0.354
C15 3.302 -1.352 -0.404
C16 4.608 -1.126 0.039
C17 4.970 0.148 0.467
C18 4.056 1.190 0.490
O4 4.347 2.459 0.895
C19 5.665 2.751 1.293
H8 5.960 2.166 2.170
H9 6.378 2.576 0.481
H10 5.665 3.809 1.550
H11 5.993 0.282 0.778
O5 5.600 -2.079 0.030
C20 5.313 -3.291 0.706
H12 4.391 -3.755 0.354
H13 5.234 -3.116 1.784
H14 6.157 -3.949 0.507
O6 2.874 -2.580 -0.882
C21 3.415 -2.921 -2.145
H15 3.079 -2.216 -2.912
H16 3.040 -3.917 -2.375
H17 4.509 -2.933 -2.128
H18 1.381 -0.503 -0.695
H19 1.742 2.625 -0.813
H20 1.993 2.766 0.940
H21 -5.788 0.145 -1.256
H22 -8.875 -1.520 -0.261
H23 -8.052 0.024 -0.595